Record 1
196
Properties=species:S:1:pos:R:3:forces:R:3 method="wB97M-V/def2-TZVPD" max_force_ev_per_a=3.215 homo_ev=-8.0 lumo_ha=0.013 total_charge=0
P -3.054 -4.596 0.245 -0.2 -2.3 0.5
P -2.635 7.424 2.907 1.6 0.4 -0.2
P -1.897 -2.066 -5.840 0.0 2.7 -1.2
P 2.685 -2.688 -0.391 0.5 -1.4 0.9
O -1.393 -1.067 -6.859 -1.0 -1.4 0.6
O 1.088 0.388 4.327 -0.9 -0.7 0.9
O 1.581 -2.084 -1.148 -0.5 1.0 -0.7
O -2.976 7.724 4.296 -0.5 -0.3 1.1
O -4.395 -5.207 0.047 0.4 0.2 -0.4
N -1.072 7.945 2.433 -2.7 0.0 -0.3
N 4.137 -1.829 -0.590 -2.7 0.2 0.2
N -3.608 8.273 1.889 0.0 0.3 -0.9
N 3.888 -1.493 -7.762 -0.7 -0.5 -1.4
N -3.560 -2.158 -5.654 -1.3 -0.4 -0.6
N 0.192 0.598 -0.752 -0.5 0.3 0.3
N -2.573 5.782 2.611 0.0 0.0 -0.8
N 3.362 2.082 2.101 1.9 -1.7 0.8
N 2.344 3.105 -1.130 -1.1 -0.1 0.4
N -2.893 -3.079 -0.287 -1.7 -0.2 0.0
N -1.219 -3.517 -6.102 0.2 -0.9 0.2
N -2.741 -4.596 1.864 0.5 1.8 0.1
N -1.780 -5.455 -0.474 -0.1 0.3 -0.3
N -1.529 -1.606 -4.315 1.6 0.5 1.4
N 2.449 -2.827 1.233 -0.5 -1.3 -0.3
N 0.586 0.317 5.706 -0.4 -0.2 -0.8
N 2.874 -4.271 -0.894 -0.2 0.9 0.6
N 0.913 1.924 -5.100 -0.8 0.4 -0.3
C 3.072 -1.143 -6.726 0.1 0.1 -0.2
C 1.334 2.820 -4.147 1.9 -1.7 -0.7
C 4.323 3.999 -1.225 0.2 -0.9 -0.6
C 5.304 -2.267 0.065 1.4 -2.5 0.1
C 5.231 -1.236 -6.012 -1.2 0.7 0.8
C 2.961 -1.833 2.095 1.2 -0.2 1.4
C -1.844 -2.440 -0.948 1.1 -0.9 -2.3
C 0.356 -1.034 7.690 -1.1 0.1 0.8
C -2.068 -3.452 2.497 0.6 -1.2 -0.1
C -2.114 -0.345 -3.874 -1.6 -0.5 0.2
C 2.655 3.496 3.637 -0.4 -0.1 -0.8
C -4.177 -2.396 -0.430 0.2 0.4 -0.2
C -4.192 -2.835 -4.525 1.4 -1.2 0.8
C -1.077 -6.522 0.242 -1.2 0.3 0.1
C -0.610 3.530 -5.011 0.2 0.4 -0.2
C 5.186 -1.533 -7.324 0.4 -0.4 -1.1
C -0.095 -1.678 -3.951 0.6 0.4 -0.5
C 2.354 -4.605 -2.209 -0.9 -0.8 0.4
C 1.690 -3.925 1.869 -0.9 0.0 -1.1
C -0.944 2.485 -0.553 -0.1 1.6 -1.3
C 3.850 -0.929 -5.644 0.6 0.2 1.7
C 2.446 3.018 2.320 -0.1 0.9 2.9
C 0.077 0.900 0.575 0.6 -0.2 -0.7
C -0.257 -3.736 -7.133 -2.3 0.0 -2.2
C 4.257 -1.391 -1.971 -1.2 -0.1 -0.1
C 3.524 -5.338 -0.148 0.2 -0.6 -0.8
C 3.740 2.744 4.229 -0.6 0.3 -1.7
C -0.903 2.180 5.255 0.3 0.5 -0.4
C -1.880 -0.097 4.800 1.3 -0.3 -1.6
C -1.376 0.660 7.121 0.3 -0.5 -1.5
C 0.470 3.818 -4.102 -2.6 1.6 -0.3
C -2.019 -5.734 -1.904 1.5 -0.1 -0.6
C -0.871 0.708 5.655 -0.4 -0.4 0.4
C 3.180 2.060 -1.307 -0.6 -0.5 -0.2
C -2.351 5.278 1.246 -2.2 0.6 0.3
C 4.177 1.888 3.233 -1.6 0.8 -0.8
C 0.963 -1.011 6.308 0.4 0.6 -1.7
C -0.258 2.394 -5.632 -0.5 -2.4 -0.8
C -5.053 8.317 2.130 -0.1 0.2 1.1
C 2.524 -1.079 6.391 -0.8 1.1 -1.1
C -0.449 1.580 -1.466 0.5 -0.6 -1.0
C -3.238 8.653 0.524 -0.9 -1.4 -0.2
C 0.581 -2.170 5.380 0.8 -0.2 -0.6
C 4.438 2.552 -1.431 0.0 1.1 0.9
C -3.485 -5.345 2.825 0.2 -1.4 0.0
C 2.974 4.303 -1.066 1.4 -0.7 0.3
C -2.514 4.741 3.624 -1.3 0.4 -0.2
C -1.188 -0.713 7.754 0.4 0.2 0.2
C -1.603 -4.677 -5.354 -1.2 -1.2 -0.4
C -0.534 2.099 0.727 -0.8 -0.2 1.6
C -4.384 -2.242 -6.888 2.2 0.8 -0.3
C -0.053 7.038 2.879 0.1 -0.1 -1.9
C -0.787 9.365 2.573 0.5 0.9 -0.6
H -0.729 2.513 1.741 0.0 -0.1 -1.2
H 0.883 -0.295 8.294 0.0 0.2 0.0
H -0.806 1.706 -6.299 0.3 0.8 0.2
H 1.406 -4.687 1.108 0.4 0.5 0.5
H -3.858 8.042 -0.174 0.6 0.3 0.1
H -2.181 -2.134 -1.963 0.2 0.2 0.7
H 0.712 -3.634 2.304 0.7 0.4 -0.2
H 4.472 -2.236 -2.696 0.2 1.1 0.6
H 5.282 1.885 -1.411 0.5 0.4 -0.3
H 5.170 4.659 -1.312 -0.1 0.2 0.3
H 1.359 3.015 -1.232 -0.9 -0.1 0.3
H -2.177 -0.384 -2.795 0.2 0.4 0.3
H -1.064 -6.371 1.316 -0.4 0.2 0.1
H 1.873 -3.696 -2.656 0.3 -1.2 0.4
H -5.357 -1.804 -6.708 -0.3 -0.2 0.0
H -4.194 -4.758 3.390 -0.3 0.5 0.1
H -2.188 8.486 0.338 0.2 -0.1 0.0
H -2.767 6.042 0.546 0.6 -0.6 0.3
H -0.054 9.674 1.776 -0.6 -0.2 0.7
H -0.460 -4.645 -7.685 0.2 -0.9 0.5
H -4.879 -2.933 0.232 -0.1 1.0 -0.3
H 2.272 2.692 -3.662 0.4 0.0 0.3
H 1.630 -5.473 -2.061 0.5 1.1 -0.6
H -2.744 -5.745 3.523 -0.2 -0.3 0.3
H -1.773 -1.505 7.300 0.0 -0.1 -0.7
H -4.537 -2.452 -1.486 0.1 0.0 0.7
H 0.602 -1.982 8.153 -0.2 -0.4 0.1
H 3.445 1.500 1.278 -0.1 0.3 0.0
H -1.571 -7.459 0.025 0.0 -0.6 0.1
H -2.736 -2.917 3.152 -0.4 0.1 0.4
H 3.671 -1.256 1.520 -0.3 0.8 0.3
H -2.381 -4.836 -2.410 -0.1 0.0 0.2
H 0.046 7.028 3.916 0.2 -0.2 2.1
H 1.300 1.080 -5.470 0.7 -0.1 0.3
H 0.418 0.262 1.322 0.7 -1.0 1.1
H -3.948 -1.326 -0.222 -0.8 -0.6 0.3
H 3.165 -4.978 -2.833 0.1 0.1 -0.3
H -0.632 1.316 7.496 0.3 0.9 1.5
H 2.845 -6.083 0.309 -0.2 0.4 -0.3
H -0.290 6.036 2.485 0.5 0.4 0.4
H -1.661 -0.065 3.681 -0.1 -0.1 1.4
H 5.648 -3.216 -0.472 0.5 1.2 0.4
H -0.810 -5.239 -4.860 0.4 0.3 -0.1
H -2.833 5.187 4.557 0.2 0.0 0.4
H 0.719 -3.628 -6.855 2.8 -0.1 1.1
H -3.258 3.940 3.393 0.5 0.4 0.0
H 3.409 -0.549 -4.699 0.8 -0.5 -0.6
H -1.652 -0.688 8.752 0.9 0.0 0.2
H 4.166 -4.993 0.678 -0.1 0.1 -0.6
H -4.025 -6.175 2.356 0.2 0.2 0.1
H 0.471 -0.758 -4.307 -0.6 -0.9 0.2
H 2.011 -1.015 -6.811 -0.3 -0.1 -0.3
H -1.956 -1.141 5.109 0.0 0.1 -0.1
H -0.049 -6.607 -0.018 1.0 0.1 -0.8
H -2.720 -6.551 -2.149 0.1 0.2 0.5
H -3.077 4.415 1.205 1.3 0.4 -0.6
H 2.048 4.323 4.036 0.5 -0.7 0.1
H 4.085 -5.904 -0.922 0.3 0.2 0.8
H -0.050 2.732 5.750 -0.9 -0.5 -0.7
H 4.185 2.835 5.199 0.0 0.2 0.2
H 3.271 -0.942 -2.216 0.6 -0.5 -0.2
H -0.442 -2.318 5.218 -1.8 0.3 -0.1
H 6.151 -1.208 -5.454 -0.2 0.2 0.3
H 3.558 -2.323 2.886 0.0 0.1 0.0
H -1.511 4.039 -5.302 0.0 0.5 0.5
H -3.495 9.669 0.312 -0.1 0.9 0.1
H -1.043 -3.139 -1.159 0.3 -0.2 0.2
H 2.950 -0.227 6.914 -0.1 0.4 -0.1
H -3.154 -0.292 -4.230 0.3 0.0 0.1
H -5.092 -2.461 -4.059 -0.4 0.9 -0.6
H 4.914 -0.545 -1.934 1.0 0.1 -0.7
H -1.237 -3.875 3.108 -0.3 0.7 -0.3
H 0.841 -3.142 5.791 0.8 -0.1 0.1
H -1.644 10.086 2.551 0.3 -1.2 -0.4
H -1.656 0.578 -4.197 0.7 0.1 -0.3
H -1.733 -2.732 1.759 0.4 -0.1 0.0
H -1.534 4.305 3.700 0.5 -0.2 0.1
H -1.304 5.066 0.989 -0.3 -0.3 0.1
H 2.770 -1.911 7.000 0.4 -1.2 0.2
H -0.354 1.528 -2.574 -0.5 0.4 1.2
H -3.477 -2.873 -3.690 -0.1 0.1 -0.2
H 6.090 -1.489 0.136 -0.4 -0.5 -0.3
H -3.827 -1.621 -7.621 -0.6 -0.1 0.2
H 2.270 -4.378 2.665 0.3 -0.1 0.1
H 0.488 4.692 -3.511 0.3 0.6 0.7
H -0.875 2.251 4.152 0.4 0.2 0.5
H -4.393 -3.888 -4.755 -0.2 0.0 -0.2
H 6.031 -1.693 -7.982 -0.4 -0.2 -0.1
H -1.033 -5.977 -2.431 -1.1 0.2 0.8
H 4.958 1.177 3.182 0.6 -0.4 0.1
H 1.562 3.093 1.736 -0.1 0.5 -0.7
H -2.310 -4.408 -4.599 -0.2 0.3 0.6
H -0.357 9.577 3.540 0.5 0.0 0.5
H -1.434 3.421 -0.815 0.0 -0.4 0.0
H -2.858 0.326 4.930 -0.5 0.4 0.1
H -5.282 8.730 3.159 0.3 -0.2 -1.3
H 2.961 -1.125 5.349 -0.4 -0.2 1.3
H 2.425 5.162 -0.676 0.4 -0.1 -0.7
H -2.182 -5.409 -5.976 0.6 0.4 0.1
H 1.893 0.881 4.450 0.7 0.7 -0.1
H 0.609 -0.247 -1.119 0.1 -0.2 0.1
H 2.223 -1.271 2.645 -0.5 0.6 -0.2
H 2.773 1.048 -1.305 0.3 0.4 -0.2
H 0.998 -2.014 4.350 0.0 -0.3 1.1
H 0.336 -2.565 -4.469 -0.1 0.6 0.6
H -5.475 7.311 2.117 -0.2 -0.1 -0.2
H 0.105 -1.721 -2.856 -0.5 -0.3 -0.7
H -4.374 -3.249 -7.324 -0.6 0.0 0.3
H -0.407 -3.068 -7.962 -0.1 1.0 0.0
H 5.110 -2.672 1.080 -0.1 0.6 -0.4
H -1.857 2.655 5.547 0.3 -0.3 0.1
H -1.403 -1.654 -0.395 0.3 1.3 0.5
H 3.515 -1.802 -8.672 0.8 0.4 0.9
H -5.534 8.907 1.326 0.2 -0.2 0.6
H -2.375 1.131 7.136 0.4 -0.5 0.3
H 0.863 7.412 2.461 0.8 -0.2 -0.2

Record 2
196
Properties=species:S:1:pos:R:3:forces:R:3 method="wB97M-V/def2-TZVPD" max_force_ev_per_a=2.928 homo_ev=-8.8 lumo_ha=0.016 total_charge=0
O 0.065 5.397 2.623 -1.2 0.0 -1.2
O -2.165 -1.115 -4.161 -0.4 0.4 2.1
O -4.272 -0.129 1.797 1.0 -0.3 0.1
O -2.107 -3.819 1.552 -0.2 -0.1 -0.3
O -0.594 -1.650 4.880 -0.7 -0.3 -2.3
O 0.662 -0.718 0.826 -0.7 -0.1 1.5
O -3.863 -2.209 0.138 1.0 0.8 0.7
O 6.281 -1.300 -1.711 1.1 -0.5 0.9
O 0.243 -4.360 0.188 0.5 -0.1 0.5
O 1.871 -6.880 0.944 -0.3 1.1 0.2
O 0.590 4.646 -3.883 -0.3 0.9 -0.5
N 5.167 -0.471 -1.563 0.8 0.9 -1.0
N -1.743 -0.031 -4.959 0.2 -0.8 -0.8
N -2.199 3.606 -1.713 -0.2 0.1 -0.1
N 0.128 5.112 3.995 -0.2 -0.6 0.4
N 0.127 1.896 -0.087 0.0 -0.4 0.0
C -1.157 3.074 3.648 -1.2 0.2 0.6
C 1.802 4.166 -4.392 -0.3 0.0 0.8
C -0.890 -0.563 6.939 1.5 0.8 -1.6
C 2.584 5.734 3.814 -0.9 -0.6 0.2
C 1.288 -1.450 1.925 0.2 0.4 -1.7
C -3.697 -0.863 -6.483 0.1 1.2 -0.2
C 4.120 1.576 -2.234 0.4 0.2 -0.8
C 3.568 -5.280 1.693 -0.7 -0.6 -0.4
C 1.282 2.864 3.399 -0.2 0.0 0.6
C 3.982 -2.320 -0.676 0.1 0.0 0.3
C 0.156 3.656 4.169 0.4 -1.0 -0.1
C 1.482 4.069 6.254 -0.4 0.0 -1.0
C 1.432 -0.619 5.784 -0.1 -0.4 1.3
C 5.397 0.713 -2.432 -0.6 0.9 0.2
C -0.747 -1.811 -6.495 -0.2 -0.3 0.3
C -1.061 5.670 -1.599 1.6 0.6 1.6
C -1.337 4.489 -2.482 -0.3 0.2 0.0
C -1.285 0.244 -1.215 1.0 -0.9 0.4
C -0.963 0.928 0.132 -0.3 0.3 -0.5
C -3.716 0.600 2.875 0.1 1.9 0.1
C -5.066 -1.579 -1.832 0.4 0.3 -1.0
C -3.574 -3.666 3.564 2.1 -1.7 1.2
C 2.875 0.802 -2.594 -0.5 0.5 1.0
C 3.995 -1.274 -1.781 -1.6 -1.1 -0.5
C -2.143 -3.631 2.941 -0.3 -0.7 0.6
C -0.571 -0.517 -5.692 1.1 0.6 -0.3
C -0.615 -0.113 1.201 0.0 -1.3 0.4
C 0.246 3.370 5.680 1.2 -0.1 -0.3
C 0.096 -1.353 6.033 0.7 -0.6 1.7
C -3.858 0.949 -4.734 0.5 1.9 -0.4
C -3.773 -0.067 4.218 -1.0 -0.4 1.0
C -4.357 1.997 2.826 -0.2 0.3 1.2
C -0.074 3.763 -3.028 -0.3 1.1 1.4
C 1.321 5.563 5.994 -0.5 0.0 0.6
C 2.709 -0.381 -1.638 2.6 1.0 -0.9
C -1.147 -4.711 3.544 -0.6 1.2 1.4
C -0.105 0.638 -6.603 0.7 -0.3 -0.6
C 3.232 -7.554 2.824 0.2 1.2 -0.2
C 1.273 -4.809 -1.844 -0.8 -0.3 -0.1
C 3.950 -2.068 -3.131 -0.6 0.3 -1.0
C 6.614 1.464 -1.900 1.2 -0.4 0.1
C 1.225 5.914 4.548 0.5 0.0 -1.6
C 5.756 0.429 -3.927 -1.0 0.4 0.0
C -2.893 0.361 -5.774 -1.3 -2.3 1.1
C 0.498 -0.766 -4.651 0.4 -0.1 0.9
C -1.152 -4.173 -1.771 -0.8 -1.4 0.8
C 0.219 -3.950 -1.173 -0.3 0.1 0.4
C -6.188 -2.914 0.133 0.6 1.6 -0.2
C -1.233 1.080 -7.533 0.6 -1.2 0.4
C -2.396 1.435 -6.645 -0.9 1.2 -1.8
C -4.916 -2.563 -0.702 -0.2 -2.7 -0.4
C 0.784 7.366 4.418 -0.3 0.6 -0.1
C 2.544 -6.376 2.107 1.3 -0.1 -0.9
H -1.482 0.180 -8.128 -0.1 0.6 -0.1
H -3.321 -1.215 -7.454 0.2 0.4 0.2
H -5.180 -0.564 -1.485 -0.2 0.5 0.4
H 1.317 -6.113 0.662 0.2 -0.7 -0.1
H 0.718 7.713 3.365 -0.1 -0.4 0.7
H -1.004 0.447 6.522 -0.4 -0.2 -0.4
H -3.304 1.752 -4.157 -0.6 -0.6 -0.7
H -1.614 3.018 -1.155 0.4 -0.4 0.5
H -0.597 3.762 6.239 -0.5 -0.2 -0.2
H -2.276 -0.660 -3.289 0.2 -1.0 -0.8
H 3.071 4.812 4.110 0.2 0.0 0.2
H 2.445 5.669 2.744 -0.1 0.2 -0.3
H -4.255 0.287 -3.998 -0.2 -0.9 0.2
H -4.543 -3.522 -1.160 -0.5 0.7 0.3
H -1.458 -5.791 3.755 -0.1 1.6 -1.0
H 4.789 -3.057 -0.729 -0.3 -0.1 -0.4
H 2.295 2.938 3.798 -0.2 0.2 0.1
H -2.057 -0.513 -1.037 0.1 -0.1 -0.1
H 1.791 -5.924 2.749 -0.1 -0.1 0.5
H -4.158 2.459 1.871 0.5 0.3 -0.2
H -0.042 -2.022 4.158 -0.2 0.3 1.0
H -0.527 0.357 2.217 0.1 -0.2 -0.8
H 6.054 1.384 -4.385 -0.2 -0.3 0.0
H -3.904 -1.280 0.451 -0.3 -0.5 0.0
H 0.694 0.116 -4.039 -0.3 0.1 0.0
H 1.578 3.207 -4.827 0.6 -0.8 -0.2
H 4.192 -1.811 0.250 -0.2 0.3 0.6
H 1.451 -1.018 -5.078 0.5 -0.1 -0.7
H 0.979 1.352 -0.048 0.3 -0.2 -0.5
H 2.452 -8.273 2.981 -0.2 -0.6 0.6
H -6.632 -1.946 0.353 -0.3 0.2 0.4
H 1.336 -4.514 -2.890 0.2 -0.4 -0.2
H 1.567 3.830 7.287 0.1 0.0 1.0
H -3.687 -1.731 -5.836 -0.1 0.0 0.3
H 6.865 2.322 -2.526 -0.1 -0.1 -0.3
H 3.032 -4.413 1.271 0.2 -0.3 -0.1
H 2.172 4.821 -5.157 0.0 0.5 -0.4
H -2.024 3.528 4.171 0.5 0.0 -0.2
H 3.204 6.572 4.051 0.6 0.5 0.1
H -1.864 1.477 0.448 0.2 -0.1 0.2
H -3.218 1.719 -7.319 0.0 0.4 0.4
H -1.251 2.000 3.847 0.4 0.1 0.1
H -4.789 -0.124 4.675 0.3 0.0 -0.6
H 2.993 0.497 -3.605 -0.3 -0.4 -1.0
H -5.890 -1.770 -2.521 -0.2 -0.3 0.2
H -0.190 -4.666 2.977 -0.6 -0.2 0.4
H 0.341 2.283 5.810 -0.3 0.2 0.1
H 1.423 -0.831 2.806 0.1 0.3 0.1
H 4.131 -4.915 2.544 0.3 -0.1 0.2
H 0.399 -2.880 -1.283 0.5 0.3 0.3
H -0.341 -0.267 -1.538 -0.8 0.2 0.1
H -0.942 1.878 -8.220 -0.1 0.0 0.2
H 0.906 -5.836 -1.698 0.1 0.1 -0.6
H 0.208 -2.272 -6.777 0.0 0.3 0.3
H 1.330 3.180 2.365 -0.1 0.1 -0.2
H -3.332 -3.712 4.647 -0.5 0.3 -0.3
H 2.027 1.500 -2.523 -0.1 -0.3 -0.1
H 4.235 -5.736 0.933 -0.2 0.5 0.4
H -1.984 -3.633 -1.268 0.7 -0.1 -0.2
H 3.438 -1.542 -3.971 0.1 -0.2 0.8
H -1.853 -1.040 7.006 -0.2 -0.2 0.3
H 6.217 -1.792 -2.538 -0.2 0.1 -0.2
H -0.166 7.573 4.970 0.6 -0.3 -0.6
H 1.025 1.794 3.448 0.0 0.3 -0.2
H 3.652 -7.117 3.750 -0.3 -0.7 -0.2
H 2.270 -1.224 5.377 -0.7 0.1 0.2
H -4.754 -0.554 -6.674 0.8 -0.1 0.3
H -1.817 -2.590 3.189 0.4 -0.8 -0.1
H 2.376 3.666 5.765 0.0 0.2 0.1
H 1.744 -0.196 6.756 0.2 -0.3 -0.4
H -0.561 5.402 -0.582 -0.8 0.3 -1.6
H -1.342 3.207 2.585 0.3 0.1 -0.2
H -1.179 -3.958 -2.815 0.0 0.4 -0.9
H 0.295 -2.322 6.558 0.2 0.6 -0.1
H -1.989 4.943 -3.239 0.5 -0.6 -0.6
H 2.552 4.140 -3.589 0.0 -0.4 -0.1
H -6.939 -3.422 -0.429 -0.3 -0.6 -0.6
H -0.345 2.824 -3.528 0.1 -0.1 0.0
H 0.302 1.476 -6.027 -0.3 0.0 0.2
H -1.279 -2.496 -5.838 0.0 -0.3 -0.2
H -5.448 2.051 2.892 -0.1 -0.7 0.2
H 3.423 -3.021 -2.985 0.1 0.3 0.0
H 4.990 -0.055 -4.539 -0.3 0.4 0.2
H -0.390 -0.329 7.852 0.0 -0.4 1.1
H -4.014 2.605 3.690 0.1 -0.1 -0.7
H 2.117 6.143 6.460 -0.1 0.1 0.1
H 6.585 -0.238 -4.038 0.8 -0.3 0.3
H -4.685 1.395 -5.290 -0.1 0.2 0.3
H -4.087 -4.600 3.372 -0.2 -0.2 -0.4
H 4.135 2.485 -2.860 0.4 -0.3 0.1
H -1.365 -5.259 -1.665 -0.1 0.5 -0.1
H 0.737 -2.338 2.180 -0.7 -0.5 0.1
H 0.288 -1.600 -3.970 -0.3 0.1 -0.1
H 0.321 5.929 6.296 0.5 -0.4 1.0
H -5.158 -0.232 2.099 -1.4 -0.5 -0.2
H 7.469 0.740 -1.965 -0.6 0.9 0.4
H 2.251 -4.821 -1.385 0.2 0.5 0.2
H 2.253 -1.825 1.542 -0.4 0.5 0.2
H -1.307 -1.703 -7.411 -0.2 0.1 -0.1
H 4.904 -2.330 -3.609 0.0 0.0 0.5
H -4.162 -1.555 -2.482 -0.4 -0.3 0.6
H 1.547 7.967 4.893 0.2 0.4 0.2
H -0.902 5.458 2.437 1.1 0.1 0.2
H 0.558 3.583 -2.110 -0.4 -0.4 -0.8
H -2.669 0.798 2.675 0.2 -0.4 -0.4
H -2.680 3.010 -2.351 -0.5 -0.6 -0.4
H -1.012 -4.272 4.565 0.5 -0.6 -0.5
H 4.064 1.933 -1.206 0.2 -0.1 0.2
H -1.594 0.888 -2.039 0.1 0.4 0.3
H 2.784 0.096 -0.668 -0.5 -0.4 0.6
H 0.750 0.246 -7.173 -0.1 0.1 0.0
H 1.808 -0.923 -1.805 -0.6 -0.6 0.1
H 2.995 -2.784 -0.654 0.1 -0.2 0.1
H -0.577 -4.182 0.682 -0.3 0.3 -0.4
H -4.205 -2.833 3.389 -0.4 0.8 -0.5
H -0.427 6.415 -2.086 0.2 -0.2 0.0
H -3.208 0.486 4.956 0.3 0.4 0.0
H -2.122 2.247 -5.971 0.0 0.4 -0.2
H 4.064 -8.045 2.278 -0.6 0.5 0.0
H -3.349 -1.062 4.234 0.1 -0.2 -0.2
H -2.800 -3.265 1.179 -0.3 0.3 -0.7
H 6.544 1.899 -0.894 -0.3 -0.6 0.0
H -1.436 -0.923 1.291 1.2 1.0 -0.2
H -2.003 6.171 -1.403 -0.2 -0.1 0.3
H 0.265 2.512 0.695 -0.5 0.4 0.5
H -6.013 -3.432 1.088 0.4 0.1 -0.5
H 1.275 0.222 5.146 -0.2 0.6 -0.7